#1
48
Properties=species:S:1:pos:R:3:lowdin_charge:R:1 method="wB97M-V/def2-TZVPD" lumo_ha=0.02010 e_homo_ev=-9.089 smiles="O=C(CCC1CCCC1)N1CCN(C(=O)c2cccnc2)CC1" molar_mass_g_mol=315.4
O -2.19859 -2.56536 0.10397 0.056
C -1.50588 -1.80551 0.75429 -0.462
C -2.11659 -0.87497 1.78622 -0.096
C -2.25085 0.56627 1.27476 -0.164
C -2.91973 0.64193 -0.09763 -0.323
C -4.33993 0.06066 -0.10881 -0.163
C -5.05578 0.85807 -1.19306 -0.194
C -4.55174 2.27804 -0.95054 -0.194
C -3.06928 2.09592 -0.60074 -0.152
N -0.15814 -1.77725 0.58602 -0.048
C 0.79869 -0.90669 1.21967 -0.115
C 1.44158 0.01603 0.16758 -0.116
N 2.03338 -0.78327 -0.87709 -0.045
C 3.36260 -0.96005 -1.08358 -0.426
O 3.80074 -1.82677 -1.81663 0.079
C 4.28168 0.00373 -0.40486 -0.132
C 5.32027 -0.46825 0.39144 -0.002
C 6.20674 0.43998 0.94487 -0.051
C 6.02485 1.78744 0.66984 -0.146
N 5.05881 2.24339 -0.10956 0.067
C 4.21689 1.37695 -0.63843 -0.107
C 1.08921 -1.68767 -1.50465 -0.100
C 0.44644 -2.59127 -0.45120 -0.101
H -3.11264 -1.26975 1.98969 0.120
H -1.54747 -0.89744 2.71703 0.113
H -1.26794 1.04055 1.21480 0.099
H -2.84524 1.13337 1.99588 0.123
H -2.31023 0.07613 -0.80876 0.133
H -4.33449 -1.01010 -0.30146 0.109
H -4.82318 0.24200 0.85351 0.121
H -6.13997 0.78022 -1.12667 0.106
H -4.74337 0.51181 -2.17940 0.114
H -5.08560 2.71349 -0.10431 0.108
H -4.69519 2.92861 -1.81215 0.103
H -2.44924 2.25713 -1.48312 0.108
H -2.75326 2.81189 0.15849 0.105
H 0.33615 -0.30954 2.00143 0.112
H 1.58697 -1.52384 1.67185 0.136
H 2.19524 0.64524 0.64080 0.119
H 0.66782 0.65518 -0.27442 0.130
H 5.42278 -1.52953 0.56522 0.123
H 7.02128 0.11019 1.57044 0.103
H 6.68354 2.53954 1.08317 0.104
H 3.45754 1.79491 -1.28736 0.124
H 1.63250 -2.28177 -2.24038 0.125
H 0.31669 -1.09595 -2.00662 0.135
H -0.33743 -3.20574 -0.89533 0.124
H 1.20938 -3.23793 -0.00420 0.137

#2
48
Properties=species:S:1:pos:R:3:lowdin_charge:R:1 method="wB97M-V/def2-TZVPD" lumo_ha=0.02627 e_homo_ev=-8.616 smiles=COCCCC1CCN(Cc2nc(-c3ccccc3)no2)CC1 molar_mass_g_mol=315.4
C 5.67869 0.19329 4.21524 -0.120
O 5.26879 0.35554 2.88574 -0.194
C 3.90764 0.70664 2.76587 -0.250
C 3.56760 0.85399 1.28548 -0.161
C 3.67615 -0.46621 0.51144 -0.159
C 2.36368 -1.23086 0.28717 -0.331
C 1.61874 -1.57150 1.57836 -0.147
C 0.35859 -2.37905 1.24505 -0.183
N -0.54492 -1.69556 0.33984 -0.156
C -1.28660 -0.60823 0.95826 -0.101
C -2.49523 -0.31163 0.14448 -0.312
N -2.57461 0.42234 -0.92067 0.206
C -3.89633 0.32938 -1.26982 -0.296
C -4.46141 1.00345 -2.42082 -0.168
C -3.64224 1.77916 -3.23767 -0.028
C -4.17963 2.42717 -4.33365 -0.081
C -5.53006 2.30606 -4.61984 -0.087
C -6.34694 1.53339 -3.80818 -0.080
C -5.81916 0.88163 -2.71062 -0.026
N -4.57555 -0.42463 -0.44293 0.137
O -3.67333 -0.84621 0.48069 0.054
C 0.13815 -1.31705 -0.88531 -0.176
C 1.41023 -0.49153 -0.65505 -0.140
H 5.55302 1.12128 4.78853 0.088
H 5.11130 -0.60342 4.71486 0.088
H 6.73277 -0.07525 4.18814 0.088
H 3.28419 -0.06429 3.24263 0.111
H 3.72267 1.66030 3.28841 0.125
H 4.27399 1.57176 0.86681 0.116
H 2.56856 1.28060 1.19701 0.104
H 4.10423 -0.26372 -0.47242 0.112
H 4.38020 -1.10886 1.04207 0.114
H 2.63215 -2.17895 -0.19735 0.144
H 2.25874 -2.15813 2.23959 0.120
H 1.33179 -0.65695 2.10011 0.108
H -0.18747 -2.63323 2.15684 0.119
H 0.64922 -3.31372 0.75493 0.124
H -1.62006 -0.93453 1.94585 0.135
H -0.70799 0.32338 1.05928 0.128
H -2.59348 1.86215 -2.99807 0.106
H -3.54524 3.02920 -4.96748 0.102
H -5.94742 2.81439 -5.47672 0.101
H -7.39897 1.44110 -4.03434 0.103
H -6.43715 0.27613 -2.06646 0.110
H -0.56160 -0.75959 -1.51038 0.104
H 0.39743 -2.24605 -1.40255 0.125
H 1.14079 0.47958 -0.23693 0.104
H 1.89606 -0.31276 -1.61541 0.120

#3
48
Properties=species:S:1:pos:R:3:lowdin_charge:R:1 method="wB97M-V/def2-TZVPD" lumo_ha=0.01808 e_homo_ev=-8.195 smiles="O=C1CCCN1CCC1CCN(C(=O)Nc2ccccc2)CC1" molar_mass_g_mol=315.4
O -3.54287 -1.64843 2.01406 0.071
C -3.78713 -1.52139 0.83560 -0.480
C -4.00651 -2.63678 -0.17828 -0.077
C -3.94152 -1.93335 -1.53283 -0.156
C -4.29643 -0.47896 -1.20242 -0.153
N -3.92458 -0.34384 0.18716 -0.078
C -3.92356 0.92919 0.87143 -0.135
C -2.54135 1.34345 1.38500 -0.139
C -1.50000 1.57890 0.28371 -0.324
C -0.80109 0.28074 -0.13267 -0.124
C 0.26424 0.58332 -1.18986 -0.149
N 1.23783 1.51711 -0.67665 -0.053
C 2.49641 1.25281 -0.19973 -0.489
O 3.21407 2.14646 0.20346 0.061
N 2.87643 -0.06952 -0.24368 0.143
C 4.13125 -0.61507 0.03178 -0.225
C 5.27016 0.15561 0.24531 -0.016
C 6.48138 -0.46289 0.49431 -0.083
C 6.58077 -1.84328 0.53212 -0.107
C 5.44951 -2.61231 0.31765 -0.097
C 4.23414 -2.00545 0.06879 -0.040
C 0.63373 2.78574 -0.32478 -0.141
C -0.43603 2.57950 0.74981 -0.133
H -4.99182 -3.06751 0.00946 0.124
H -3.26669 -3.42551 -0.05769 0.119
H -2.92962 -1.98890 -1.93702 0.105
H -4.62309 -2.36228 -2.26442 0.108
H -5.37175 -0.29194 -1.32948 0.126
H -3.74910 0.23668 -1.82184 0.118
H -4.59753 0.85879 1.73298 0.129
H -4.31343 1.68146 0.18196 0.126
H -2.18685 0.57584 2.07328 0.116
H -2.67505 2.26602 1.95334 0.116
H -2.00247 2.00348 -0.59474 0.142
H -1.52016 -0.43408 -0.52921 0.099
H -0.32796 -0.16726 0.74415 0.132
H 0.73724 -0.33014 -1.55333 0.115
H -0.21511 1.05978 -2.05568 0.130
H 2.16008 -0.76076 -0.40126 0.117
H 5.19469 1.22926 0.22350 0.098
H 7.35856 0.14502 0.65999 0.103
H 7.53072 -2.31756 0.72754 0.097
H 5.51189 -3.69054 0.34394 0.101
H 3.35335 -2.61187 -0.09878 0.106
H 1.42592 3.44132 0.03782 0.119
H 0.18800 3.22669 -1.22349 0.129
H -0.89938 3.53938 0.98266 0.118
H 0.04071 2.20308 1.65700 0.131

Q: Which of them is the least stable? A: #2.

#1
10
Properties=species:S:1:pos:R:3:lowdin_charge:R:1 method="wB97M-V/def2-TZVPD" lumo_ha=-0.01560 e_homo_ev=-11.045 smiles="N#CNN(O)[N+](=O)[O-]" molar_mass_g_mol=118.1
N 3.14948 0.11754 0.37395 0.167
C 2.09599 -0.12807 0.00385 -0.311
N 0.91420 -0.51300 -0.44601 0.100
N -0.27909 -0.18861 0.37722 -0.080
O -0.99224 -1.30553 0.74934 0.044
N -1.04389 0.89047 -0.04973 -0.403
O -0.46528 1.72467 -0.68488 0.118
O -2.18841 0.87053 0.33165 0.098
H 0.74208 -0.45369 -1.44313 0.153
H -1.93282 -1.01431 0.78775 0.115

#2
10
Properties=species:S:1:pos:R:3:lowdin_charge:R:1 method="wB97M-V/def2-TZVPD" lumo_ha=-0.02987 e_homo_ev=-9.996 molar_mass_g_mol=118.1
O -1.92542 1.44350 0.10175 -0.060
N -1.00584 0.98676 -0.78943 0.107
C -0.09019 0.41548 -0.08786 -0.348
N 0.00603 0.31392 1.34938 0.094
N 1.13115 -0.09239 1.62519 0.070
O 1.81062 -0.54616 0.50800 -0.033
N 0.94023 -0.35797 -0.67639 -0.109
O 0.40753 -1.52008 -1.01634 0.007
H -1.79751 1.04340 1.00454 0.098
H 0.52339 -1.68647 -2.01885 0.175

Q: Which of them is the least stable? A: #2.

#1
14
Properties=species:S:1:pos:R:3:lowdin_charge:R:1 method="wB97M-V/def2-TZVPD" lumo_ha=-0.14788 e_homo_ev=-14.094 total_charge=+1 molar_mass_g_mol=60.1
N -1.49612 1.05326 0.77747 0.325
H -1.90842 1.23770 1.69401 0.163
H -0.48425 1.18902 0.80173 0.120
H -1.89545 1.68779 0.07620 0.167
H -1.63876 0.07453 0.49544 0.122
C 1.41093 0.30394 -0.85085 -0.106
C 0.87344 -0.72713 0.11233 -0.261
C -0.08661 -1.60987 -0.18376 -0.026
H 1.76211 1.17199 -0.29315 0.074
H 0.67734 0.58484 -1.61364 0.079
H 2.26219 -0.09302 -1.40422 0.091
H 1.41861 -0.86087 1.04111 0.106
H -0.39876 -2.35262 0.53832 0.068
H -0.49625 -1.65956 -1.19100 0.078

#2
14
Properties=species:S:1:pos:R:3:lowdin_charge:R:1 method="wB97M-V/def2-TZVPD" lumo_ha=-0.20699 e_homo_ev=-15.689 total_charge=+1 molar_mass_g_mol=60.1
C -1.76600 -2.02877 -2.00660 -0.057
H -1.60617 -2.45145 -1.01202 0.006
H -2.16221 -1.02600 -1.89779 0.006
H -0.94437 -1.98666 -2.72827 0.021
H -2.48521 -2.70970 -2.47956 0.028
C 1.74874 1.96493 0.97175 0.016
C -0.07944 0.27981 1.56009 0.202
N 0.75476 0.87906 0.81047 0.009
H 2.57543 1.82991 0.28098 0.107
H 1.28626 2.93513 0.79117 0.112
H 2.22195 1.95592 1.95727 0.112
H -0.25312 0.72122 2.53831 0.137
H -0.31545 -0.73175 1.24359 0.132
H 1.02481 0.36835 -0.02940 0.169

#3
14
Properties=species:S:1:pos:R:3:lowdin_charge:R:1 method="wB97M-V/def2-TZVPD" lumo_ha="-0.15927 / -0.15928" e_homo_ev="-13.935 / -13.935" total_charge=+1 molar_mass_g_mol=60.1
C 1.86941 0.56827 1.47002 0.179
C -1.68715 -0.86899 -0.72934 -0.020
C 0.60335 -0.02014 -0.53395 0.013
N -0.82882 0.24908 -0.21968 -0.083
H 1.95737 1.60602 1.43788 0.008
H 1.34536 -0.01309 2.14908 -0.006
H 2.81404 0.06707 1.23347 0.039
H -1.42958 -1.87458 -0.51992 0.091
H -2.80914 -0.60798 -0.66314 0.138
H -1.54879 -0.67671 -1.82766 0.117
H 0.76680 -1.01589 -0.81979 0.051
H 1.10941 0.80572 -1.16774 0.113
H -1.22225 1.20133 -0.50121 0.213
H -0.94151 0.32705 0.78521 0.148

#4
14
Properties=species:S:1:pos:R:3:lowdin_charge:R:1 method="wB97M-V/def2-TZVPD" lumo_ha=-0.15061 e_homo_ev=-14.298 total_charge=+1 molar_mass_g_mol=60.1
N -1.23520 0.56796 1.61506 0.280
H -0.52158 -0.24163 1.54050 0.133
H -1.84494 0.16488 2.26416 0.111
H -0.76400 1.39732 1.90036 0.140
H -1.78693 0.44961 0.64136 0.212
C 0.52994 0.79081 -1.51177 -0.083
C 0.17066 -0.37308 -0.61022 -0.310
C 0.94453 -1.19040 0.09779 -0.031
H -0.27699 1.46804 -1.50266 0.038
H 1.39143 1.26562 -1.04185 0.077
H 0.83004 0.46424 -2.63439 0.155
H -0.83131 -0.93745 -0.75262 0.127
H 0.55984 -2.19846 0.22627 0.075
H 2.02005 -1.17193 0.19858 0.076

Q: Which of them is the least stable? A: #3.

#1
17
Properties=species:S:1:pos:R:3:lowdin_charge:R:1 method="wB97M-V/def2-TZVPD" lumo_ha=0.02592 e_homo_ev=-8.409 molar_mass_g_mol=147.3
C -2.28082 -1.38709 -0.26831 -0.190
C -0.42173 0.08367 0.37760 -0.283
C 0.72191 -0.37128 -0.40854 -0.714
C 2.59234 1.07623 1.03569 -0.755
C 0.40765 1.11694 -0.53553 -0.461
H -3.04794 -1.09452 0.86481 0.158
H -1.64958 -2.37523 -0.12709 0.075
H -3.00408 -1.59514 -1.27823 0.110
H -1.39305 0.36991 -1.48258 0.117
H -0.31770 0.19987 1.51812 0.166
H 0.61583 -1.34277 -0.96735 0.118
H 3.61045 1.11310 1.28828 0.019
H 1.90872 1.44172 1.86477 0.049
H -0.22152 1.28074 -1.51932 0.118
N -1.67050 -0.04555 -0.50752 -0.165
S 2.19919 -0.60196 0.40821 0.846
S 1.95082 2.13137 -0.26298 0.792

#2
17
Properties=species:S:1:pos:R:3:lowdin_charge:R:1 method="wB97M-V/def2-TZVPD" lumo_ha=-0.00526 e_homo_ev=-8.260 molar_mass_g_mol=147.3
C -0.76788 0.86868 -0.07547 -0.631
C 0.78031 1.00877 -0.26252 -0.523
C -0.92759 -0.53639 1.45140 -0.475
C 1.09415 1.35910 -1.71931 -0.065
C -1.28578 -1.89528 0.88718 -0.168
N 1.48658 -0.12965 0.28076 -0.330
S -1.95706 1.54608 -0.83322 0.766
S 0.84259 -0.53248 1.85095 0.841
H 1.11152 1.91061 0.21500 0.126
H -1.38758 -0.01557 2.29188 0.062
H 0.41554 1.96658 -2.15792 0.007
H 1.17150 0.32581 -2.20698 0.114
H 2.07493 1.75007 -1.74368 0.066
H -2.35906 -1.95839 0.99358 0.074
H -0.81032 -2.75483 1.35393 0.071
H -1.01200 -1.95487 -0.07824 0.023
H 1.53015 -0.95825 -0.24734 0.043

Q: Which of them is the least stable? A: #1.